{"formula": "C40H34BrCl3N5O3PtS", "method": "the ωB97M-V functional and the def2-TZVPD basis", "species": ["Pt", "Br", "C", "C", "C", "C", "O", "C", "C", "N", "C", "C", "C", "C", "C", "C", "C", "C", "N", "C", "C", "H", "H", "H", "H", "H", "H", "H", "H", "H", "H", "O", "C", "C", "C", "C", "C", "C", "C", "C", "N", "H", "H", "H", "H", "H", "H", "H", "H", "H", "H", "H", "Cl", "C", "C", "C", "C", "C", "C", "N", "C", "C", "N", "C", "O", "C", "C", "C", "Cl", "S", "C", "C", "C", "Cl", "C", "H", "H", "H", "H", "H", "H", "H", "H", "H", "H", "H", "H", "H"], "positions_angstrom": [[-0.2401, 0.3227, 0.0122], [2.1536, -6.1810, -2.5503], [1.2395, -4.6004, -2.2874], [-0.1219, -4.5016, -2.6514], [-0.7806, -3.3330, -2.4403], [-0.1513, -2.1962, -1.8059], [-0.8687, -1.1962, -1.5495], [1.2741, -2.2968, -1.5093], [2.1455, -1.2001, -1.0906], [1.7702, -0.0714, -0.6231], [2.7058, 0.9529, -0.3023], [4.0618, 0.8601, -0.4928], [4.9201, 1.9249, -0.1606], [4.4198, 3.0833, 0.3595], [3.0282, 3.2198, 0.5661], [2.4488, 4.3933, 1.0994], [1.0961, 4.4724, 1.2725], [0.3105, 3.3679, 0.9143], [0.8198, 2.2592, 0.4216], [2.1681, 2.1540, 0.2361], [1.9163, -3.4879, -1.7569], [-0.6201, -5.3516, -3.0969], [-1.8226, -3.2182, -2.7075], [3.1987, -1.4147, -1.2241], [4.5045, -0.0312, -0.9143], [5.9822, 1.8146, -0.3290], [5.0746, 3.9063, 0.6142], [3.0915, 5.2236, 1.3648], [0.6289, 5.3601, 1.6720], [-0.7681, 3.3888, 1.0285], [2.9756, -3.5729, -1.5461], [3.8124, -1.9796, 1.0706], [3.2410, -2.6478, 2.1999], [2.6839, -1.6726, 3.2224], [1.4732, -0.8792, 2.7229], [0.2433, -1.7121, 2.4593], [-0.1223, -2.7365, 3.3288], [-1.2614, -3.4817, 3.0988], [-2.0392, -3.1868, 1.9875], [-1.6387, -2.1542, 1.1720], [-0.5243, -1.4348, 1.3896], [4.6847, -1.6590, 1.3241], [3.9800, -3.3022, 2.6654], [2.4479, -3.2848, 1.7999], [3.4669, -0.9667, 3.5097], [2.4409, -2.2262, 4.1311], [1.7414, -0.3423, 1.8149], [1.2163, -0.1208, 3.4691], [0.4878, -2.9430, 4.1958], [-1.5418, -4.2757, 3.7779], [-2.9405, -3.7373, 1.7598], [-2.2163, -1.8746, 0.3016], [-0.6752, 6.1907, -1.4868], [-2.1529, 5.3002, -1.4076], [-2.8793, 5.2713, -0.2268], [-4.0683, 4.5609, -0.1865], [-4.5522, 3.8894, -1.3040], [-5.8367, 3.0932, -1.2338], [-5.5788, 1.5922, -1.0514], [-4.4205, 1.2879, -0.2243], [-4.3418, 1.3120, 1.1478], [-3.0448, 1.0484, 1.4605], [-2.3319, 0.8760, 0.2951], [-3.1895, 1.0272, -0.6958], [-6.6954, 3.5291, -0.1753], [-7.2762, 4.7807, -0.4604], [-8.2924, 5.1115, 0.5764], [-9.0481, 6.3269, 0.5416], [-8.8910, 7.5096, -0.6075], [-10.1851, 6.4608, 1.8287], [-9.6756, 4.9475, 2.4157], [-8.6670, 4.3436, 1.6533], [-3.7898, 3.9296, -2.4687], [-4.3176, 3.0696, -3.8812], [-2.5963, 4.6290, -2.5358], [-2.5262, 5.8096, 0.6420], [-4.6376, 4.5277, 0.7346], [-6.3859, 3.2027, -2.1759], [-5.3972, 1.1502, -2.0288], [-6.4653, 1.1268, -0.6234], [-5.2015, 1.4980, 1.7667], [-2.5802, 0.9640, 2.4278], [-2.9575, 0.9503, -1.7465], [-7.7753, 4.7595, -1.4412], [-6.5219, 5.5767, -0.5106], [-10.1375, 4.5373, 3.3036], [-8.2465, 3.3782, 1.8862], [-2.0292, 4.6577, -3.4556]], "atomic_forces_ev_per_a": [[-0.280, 0.090, -0.225], [-0.001, 0.008, 0.001], [-0.004, 0.002, 0.002], [0.004, 0.039, 0.013], [-0.029, -0.046, -0.015], [-0.052, 0.072, -0.056], [0.100, -0.225, 0.014], [0.097, 0.012, -0.004], [-0.144, -0.032, -0.052], [0.066, -0.035, -0.014], [0.115, -0.038, -0.048], [-0.006, 0.013, -0.015], [-0.012, -0.020, -0.005], [-0.010, 0.007, 0.013], [0.008, 0.007, -0.004], [-0.004, 0.036, 0.013], [0.037, -0.002, -0.034], [0.000, -0.037, -0.033], [-0.013, -0.079, 0.299], [-0.030, 0.036, -0.016], [0.002, 0.004, -0.005], [0.004, -0.004, 0.000], [0.000, 0.002, 0.003], [0.030, 0.027, 0.017], [-0.003, 0.008, -0.001], [0.003, 0.008, -0.001], [0.000, 0.001, 0.000], [-0.001, 0.000, 0.001], [-0.016, 0.008, 0.000], [0.005, -0.005, 0.016], [-0.002, -0.018, -0.013], [-0.018, 0.017, 0.009], [0.001, -0.019, -0.027], [-0.012, -0.007, 0.027], [-0.007, -0.008, 0.036], [0.033, 0.011, -0.004], [-0.002, -0.029, 0.018], [-0.011, 0.017, -0.026], [0.012, -0.010, 0.017], [0.000, 0.037, -0.061], [0.024, 0.149, 0.144], [0.004, -0.017, 0.014], [0.000, -0.005, -0.007], [0.004, -0.002, 0.003], [0.009, -0.005, -0.012], [0.002, 0.031, 0.017], [0.020, -0.006, 0.004], [-0.031, 0.003, -0.015], [0.012, 0.008, -0.008], [-0.002, -0.004, -0.002], [-0.001, -0.001, 0.003], [-0.005, 0.001, 0.002], [-0.008, -0.025, 0.024], [0.052, 0.023, -0.021], [-0.035, -0.034, -0.010], [0.026, -0.008, 0.037], [-0.017, 0.021, 0.002], [-0.092, -0.017, -0.027], [0.000, 0.022, 0.000], [-0.036, -0.035, 0.026], [0.017, 0.000, 0.007], [0.038, 0.055, -0.006], [0.075, -0.041, -0.007], [0.032, 0.040, 0.001], [0.103, 0.112, 0.021], [-0.036, -0.122, -0.065], [-0.006, 0.025, 0.012], [-0.003, -0.020, -0.008], [-0.002, 0.003, 0.001], [0.007, 0.010, 0.013], [-0.010, -0.007, -0.013], [-0.003, -0.006, -0.001], [-0.020, 0.017, 0.024], [0.010, 0.000, -0.018], [-0.006, -0.002, -0.001], [0.007, 0.010, -0.003], [0.005, 0.002, -0.007], [0.046, -0.021, -0.006], [-0.025, 0.001, -0.006], [0.020, -0.025, 0.013], [-0.004, -0.008, -0.003], [-0.014, -0.008, 0.009], [-0.018, -0.012, -0.002], [0.016, 0.018, 0.005], [-0.017, 0.028, 0.025], [0.002, 0.000, 0.002], [0.001, 0.001, 0.002], [0.002, 0.003, 0.002]], "mulliken_charge": [1.56, -0.03, -0.31, -0.38, -0.62, 0.60, -0.90, -0.04, 0.37, -0.31, 0.75, -0.85, -1.27, -0.80, 0.91, -0.65, -1.02, -0.08, 0.19, 0.35, -0.48, 0.49, 0.49, 0.30, 0.45, 0.44, 0.46, 0.48, 0.47, 0.49, 0.57, -0.39, -0.67, -0.94, 0.54, 0.32, -0.86, -0.66, -1.05, -0.14, 0.39, 0.33, 0.42, 0.31, 0.50, 0.39, -0.61, 0.40, 0.47, 0.46, 0.50, 0.43, -0.15, 0.41, -1.24, 0.35, -0.20, -0.75, -1.63, 0.26, -0.58, -0.90, 0.04, -0.28, -0.25, -0.58, 0.20, 0.43, -0.02, 0.01, -0.27, -0.60, 0.88, -0.16, -0.91, 0.51, 0.51, 0.88, 0.51, 0.47, 0.60, 0.61, 0.58, 0.51, 0.54, 0.45, 0.46, 0.52], "homo_energy_ev": [-14.10, -15.13], "total_energy_ev": -177291.6785, "multiplicity": 5, "charge": 3}